Entry 1:
{
  "formula": "CH6BNO3",
  "method": "wB97M-V/def2-TZVPD",
  "smiles": "O=BO.C=N.O",
  "orbital_gap_ev": 11.4,
  "multiplicity": 1,
  "symbols": ["O", "B", "O", "H", "C", "N", "H", "H", "H", "O", "H", "H"],
  "xyz": [[-2.82394, 1.70145, -0.27319], [-2.59243, 0.52110, -0.16713], [-2.35603, -0.72444, -0.41573], [-1.50704, -1.08793, -0.15088], [0.27403, 1.37084, -0.40005], [0.31856, 0.71773, 0.67480], [0.24497, 2.44336, -0.60485], [0.23384, 0.91402, -1.28667], [0.33859, 1.25121, 1.60619], [-0.25422, -2.22617, 0.51632], [0.00305, -1.29155, 0.50676], [-0.76092, -2.27210, 1.37584]],
  "forces_ev_per_angstrom": [[-0.29, 1.10, 0.65], [-0.06, 0.53, -1.10], [-0.57, -0.93, 0.10], [0.39, -0.88, 0.10], [0.09, 2.54, 2.51], [-0.08, 0.18, 1.76], [0.10, 0.29, 1.03], [-0.13, -2.59, -3.30], [-0.01, -0.51, -2.09], [-1.26, 0.16, 1.33], [0.97, 0.36, 0.29], [0.86, -0.26, -1.27]]
}

Entry 2:
{
  "formula": "ClFH2NOP",
  "method": "wB97M-V/def2-TZVPD",
  "orbital_gap_ev": [9.1, 7.0],
  "multiplicity": 1,
  "symbols": ["N", "O", "F", "P", "Cl", "H", "H"],
  "xyz": [[1.60523, -0.34019, -1.06496], [-0.93152, 1.22821, 1.46345], [1.08491, -1.47442, 1.17678], [1.60745, -0.16563, 0.46198], [3.30758, 0.39834, 1.26244], [0.74985, -0.61654, -1.38206], [-0.83170, 2.07155, 1.72802]],
  "forces_ev_per_angstrom": [[3.36, 1.36, 1.00], [-0.27, -5.47, -1.76], [0.52, 0.13, 0.55], [-2.29, 0.17, -0.12], [0.80, -0.21, 0.22], [-2.92, -1.12, -1.45], [0.79, 5.13, 1.56]]
}

Entry 3:
{
  "formula": "C3H4BrF3O",
  "method": "wB97M-V/def2-TZVPD",
  "smiles": "C[C@@](O)(Br)C(F)(F)F",
  "orbital_gap_ev": 11.2,
  "multiplicity": 1,
  "symbols": ["C", "C", "O", "Br", "C", "F", "F", "F", "H", "H", "H", "H"],
  "xyz": [[1.11701, -0.56120, 0.68916], [-0.12335, -0.23353, -0.26608], [0.22334, 0.00056, -1.56794], [-1.36810, -1.82964, -0.05657], [-0.85259, 1.08253, 0.13894], [-0.22136, 2.10432, -0.44966], [-0.93005, 1.30290, 1.41100], [-2.03953, 1.01274, -0.37515], [1.40749, -1.60263, 0.49934], [1.88003, 0.09955, 0.36194], [0.86983, -0.60192, 1.78873], [0.03727, -0.77370, -2.17372]],
  "forces_ev_per_angstrom": [[-2.08, -1.27, -0.25], [1.01, -0.79, 2.20], [-0.10, -1.75, -1.65], [0.42, 0.90, -0.19], [1.25, -1.35, -1.59], [0.33, 0.53, 0.33], [-0.01, 0.22, 1.78], [-2.33, 0.52, -0.59], [0.13, 0.36, -0.36], [0.89, 0.69, 0.29], [0.14, 0.79, -1.25], [0.35, 1.16, 1.28]]
}